1.
12
Properties=species:S:1:pos:R:3:forces:R:3:mulliken_charge:R:1 method="wB97M-V/def2-TZVPD" largest_force_ev_per_a=4.6 e_lumo_ev="0.34 / -0.34" de_lowest_kcal_mol=129.7 orbital_gap_ev="8.7 / 5.9" e_homo_ev="-8.33 / -6.29" multiplicity=1 total_energy_ev=-28050.741
C 0.52857 0.37607 -0.76706 0.2 0.1 2.6 0.190
C 1.88074 1.18590 1.48508 0.9 -4.4 -1.1 -0.982
C -2.06910 -1.45667 -0.36592 -0.8 1.4 1.5 -0.619
N 0.19977 0.31555 -1.89488 -0.9 -1.1 -4.0 -0.347
S 0.45597 0.14905 0.89873 0.5 -0.1 0.2 0.000
Cl -2.30463 -1.16510 -1.97048 0.0 -1.0 -2.2 -0.158
H 1.60022 1.54520 2.36472 -1.5 1.9 3.7 0.369
H 2.08996 1.90837 0.82087 0.5 2.6 -2.4 0.344
H 2.80794 0.63442 1.71435 -0.5 -0.3 -0.5 0.297
H -2.72548 -0.70486 0.04766 0.4 -0.2 1.3 0.308
H -1.99988 -2.41360 0.11594 0.2 -0.4 -0.5 0.346
H -0.46408 -0.37432 -2.44902 1.1 1.4 1.4 0.250


2.
129
Properties=species:S:1:pos:R:3:forces:R:3:mulliken_charge:R:1 method="wB97M-V/def2-TZVPD" smiles="O=C1C=C([PH2]=S)C(=O)c2ccccc21.O=C1CCCO1.O=C1CCCO1.O=C1CCCO1.O=C1CCCO1.O=C1CCCO1.O=C1CCCO1.O=C1CCCO1.O=C1CCCO1.O=C1CCCO1" largest_force_ev_per_a=2.6 e_lumo_ev=-1.03 de_lowest_kcal_mol=47.6 orbital_gap_ev=7.4 e_homo_ev=-8.43 multiplicity=1 total_energy_ev=-109765.520
O 2.73808 -1.12198 -2.00427 -0.5 -0.5 0.0 -0.540
C 1.76350 -1.83470 -1.98067 -0.8 -0.7 0.4 0.287
C 1.59724 -3.07675 -2.92996 -1.2 -0.1 0.0 -0.800
C 0.35234 -3.42986 -3.37024 0.9 0.3 0.7 0.398
P 0.11083 -4.95259 -4.46422 -1.6 0.7 0.1 0.317
S -1.20734 -4.70021 -5.87086 0.4 0.1 -0.1 -0.398
C -0.88388 -2.56076 -2.91586 0.6 -0.1 0.8 0.202
O -1.80419 -2.29307 -3.64299 0.4 -0.2 0.5 -0.487
C -0.78091 -2.03328 -1.44267 0.9 0.4 1.4 0.491
C -1.91669 -1.91630 -0.54758 1.7 0.6 0.8 -0.655
C -1.70939 -1.40263 0.82624 1.8 -0.2 -1.8 -0.581
C -0.37602 -0.97836 1.26097 -0.4 -0.8 -1.7 -0.674
C 0.79526 -1.08730 0.36580 -2.3 -0.6 -0.9 -0.701
C 0.57813 -1.63835 -0.97696 -1.2 0.2 0.7 0.728
H 2.47232 -3.71446 -3.22670 -0.6 1.1 0.4 0.259
H -0.42152 -5.93985 -3.56448 0.9 0.3 -0.2 0.100
H 1.39752 -5.35017 -4.94374 -0.3 0.2 0.8 0.084
H -2.94151 -2.23277 -0.86427 1.2 0.4 0.2 0.473
H -2.59446 -1.35489 1.50238 1.0 0.0 -0.6 0.338
H -0.24995 -0.58753 2.30321 0.0 -0.5 -1.2 0.397
H 1.80660 -0.75576 0.71524 -1.2 -0.5 -0.6 0.887
O 2.06027 -2.19403 2.92733 0.0 0.4 -0.2 -0.569
C 3.10901 -1.61496 2.97810 -0.1 -0.6 0.1 0.500
C 4.20308 -1.84984 3.98960 0.2 0.5 0.1 -0.504
C 5.06930 -0.61433 3.81898 0.2 0.1 0.3 -0.439
C 4.84469 -0.25896 2.36414 0.5 0.4 -0.1 -0.442
O 3.49423 -0.66381 2.07892 -0.3 -0.3 0.4 -0.299
H 4.74043 -2.76313 3.72576 -0.1 -0.1 0.1 0.275
H 3.79506 -1.92198 4.99587 -0.1 -0.3 -0.1 0.309
H 6.11845 -0.77565 4.06431 0.0 0.1 -0.1 0.386
H 4.69411 0.18840 4.45901 0.1 0.0 -0.1 0.203
H 5.51982 -0.79893 1.69535 -0.1 0.0 0.0 0.271
H 4.95080 0.81045 2.18424 -0.1 -0.1 -0.1 0.196
O -2.06802 -7.97069 -4.15946 -0.2 0.0 0.5 -0.605
C -3.25734 -7.80911 -4.09426 0.4 -0.2 -0.4 0.512
C -4.11947 -7.12373 -5.12791 -0.4 0.3 0.2 -0.142
C -5.40045 -6.86615 -4.35398 -0.2 0.2 -0.3 -0.233
C -5.41006 -8.00205 -3.35428 -0.4 -0.1 0.1 -0.199
O -4.02409 -8.26725 -3.07359 0.4 0.1 -0.2 -0.363
H -4.27990 -7.80432 -5.96689 0.2 0.0 0.0 0.283
H -3.65987 -6.19867 -5.46660 0.3 -0.2 -0.2 0.024
H -6.29358 -6.83548 -4.97938 0.0 -0.1 0.1 0.409
H -5.32498 -5.91168 -3.82830 0.0 -0.1 0.0 -0.044
H -5.86334 -8.91036 -3.76163 0.1 0.0 0.0 0.205
H -5.92301 -7.73603 -2.43828 0.3 -0.3 0.0 0.154
O 6.25573 3.27858 4.20328 0.1 -0.4 -0.4 -0.610
C 6.32822 3.77046 3.10857 0.1 0.3 0.6 0.498
C 5.84802 5.14663 2.71758 -0.2 -0.2 -0.7 0.097
C 5.83128 5.05937 1.20125 -0.2 0.3 -0.1 -0.460
C 6.92397 4.05124 0.92171 0.0 0.0 -0.5 -0.236
O 6.90650 3.15350 2.04524 -0.1 -0.1 0.3 -0.388
H 6.56412 5.88751 3.07593 -0.2 0.0 0.2 0.225
H 4.85930 5.34570 3.11993 0.3 0.1 0.3 -0.009
H 5.99064 6.01575 0.70388 0.0 -0.1 0.0 0.369
H 4.86830 4.66338 0.86755 0.1 0.0 -0.1 0.118
H 7.91341 4.51429 0.86212 0.0 0.0 0.1 0.129
H 6.73946 3.49425 0.00388 0.1 -0.1 0.2 0.260
O 4.93334 6.91299 4.91425 -0.2 0.5 0.4 -0.584
C 4.76461 6.56886 6.05284 0.3 -0.3 -0.4 0.553
C 4.80312 5.14995 6.56060 -0.3 -0.1 0.5 -0.162
C 4.14767 5.28180 7.92392 -0.1 -0.3 0.2 -0.238
C 4.49889 6.70243 8.31448 0.0 -0.1 0.4 -0.587
O 4.55002 7.43156 7.07829 0.0 0.0 -0.4 -0.407
H 5.84304 4.82663 6.64001 0.0 0.0 -0.2 0.448
H 4.24445 4.48594 5.90633 0.3 0.0 -0.2 0.001
H 4.48500 4.53968 8.64792 0.0 0.1 0.0 0.403
H 3.06684 5.18265 7.82177 0.1 0.0 0.1 -0.027
H 5.47652 6.77208 8.80024 0.0 0.0 -0.1 0.239
H 3.74817 7.14512 8.96897 0.1 0.2 -0.2 0.385
O -7.99731 -7.56445 -1.50911 0.4 0.2 -0.2 -0.594
C -7.86085 -6.37323 -1.49949 -0.4 -0.3 0.4 0.564
C -8.91255 -5.36353 -1.11260 0.1 0.4 -0.4 -0.173
C -8.33237 -4.07184 -1.65961 -0.3 0.3 0.0 -0.340
C -6.84197 -4.33072 -1.59065 0.2 0.4 0.0 -0.475
O -6.69087 -5.74305 -1.80579 -0.4 -0.1 0.1 -0.368
H -9.00189 -5.34174 -0.02495 -0.1 -0.1 0.0 0.227
H -9.86891 -5.59965 -1.57075 0.0 -0.2 0.3 -0.017
H -8.64096 -3.18387 -1.10852 0.1 0.0 0.0 0.379
H -8.63880 -3.94423 -2.70133 0.0 0.0 0.1 0.180
H -6.42185 -4.08119 -0.61251 0.0 -0.1 0.0 0.206
H -6.29526 -3.78415 -2.35959 0.1 -0.2 0.0 0.335
O 1.27956 4.02900 0.06348 -0.2 0.2 -0.3 -0.553
C 0.88378 3.49607 -0.93719 0.1 -0.1 0.6 0.271
C 1.05747 2.04062 -1.29560 0.2 0.0 -0.5 0.250
C 0.73329 2.03451 -2.77795 0.1 -0.4 -0.2 -0.448
C -0.24057 3.18826 -2.89958 -0.2 -0.1 -0.3 -0.478
O 0.16667 4.13376 -1.89845 0.2 0.0 0.2 -0.372
H 0.34478 1.44585 -0.72019 0.1 0.0 0.1 -0.093
H 2.07663 1.70849 -1.10584 -0.1 0.0 0.3 0.315
H 0.32676 1.08799 -3.13604 -0.1 0.1 0.0 0.221
H 1.63828 2.25010 -3.35197 -0.1 0.0 0.0 0.287
H -1.27109 2.88601 -2.69381 0.0 0.0 0.0 0.256
H -0.20049 3.65689 -3.88263 0.0 0.2 0.2 0.344
O 1.37396 3.59377 7.47992 0.3 0.3 -0.2 -0.591
C 1.21020 3.76924 6.30463 -0.4 -0.1 0.5 0.566
C 0.30833 2.95966 5.40454 0.3 -0.1 -0.5 -0.550
C 0.79583 3.35613 4.02144 -0.2 -0.3 -0.3 -0.091
C 1.30434 4.76321 4.24941 0.0 0.2 -0.5 -0.432
O 1.79687 4.77475 5.60145 -0.1 -0.3 0.3 -0.329
H -0.72701 3.26214 5.57461 0.0 -0.1 0.1 0.284
H 0.43110 1.89341 5.58541 -0.2 0.1 0.3 0.296
H 0.02856 3.29622 3.24994 0.1 0.1 0.0 0.365
H 1.62333 2.70630 3.72367 0.0 0.1 0.0 -0.052
H 0.51196 5.51075 4.16183 0.0 0.0 0.0 0.286
H 2.11110 5.02277 3.56465 0.0 0.1 0.2 0.222
O -12.16424 -4.64378 -0.95409 0.3 0.3 -0.3 -0.575
C -12.32334 -4.48590 -2.13133 -0.4 -0.1 0.6 0.594
C -13.20842 -5.31773 -3.02756 0.3 -0.1 -0.5 -0.457
C -12.71635 -4.93031 -4.41146 -0.2 -0.3 -0.3 -0.517
C -12.22674 -3.51297 -4.19576 0.0 0.2 -0.4 -0.395
O -11.74537 -3.48167 -2.84345 0.1 -0.2 0.2 -0.345
H -14.24861 -5.02689 -2.86809 0.0 -0.1 0.1 0.302
H -13.07326 -6.38001 -2.83375 -0.2 0.1 0.3 0.268
H -13.47781 -5.00916 -5.18733 0.1 0.1 0.0 0.329
H -11.87865 -5.57272 -4.69594 0.0 0.1 0.0 0.263
H -13.02783 -2.77606 -4.29704 0.0 0.0 0.0 0.273
H -11.41825 -3.25021 -4.87764 0.0 0.1 0.2 0.312
O 6.27221 4.91228 -2.33254 0.3 -0.4 0.0 -0.576
C 7.41306 5.09882 -2.64867 -0.5 0.3 0.3 0.606
C 7.97092 6.36282 -3.25700 0.4 -0.1 -0.4 -0.466
C 9.31172 5.89365 -3.79462 0.2 0.3 -0.3 -0.488
C 9.66364 4.76592 -2.84628 0.4 0.0 0.0 -0.407
O 8.40641 4.18975 -2.46209 -0.3 0.1 0.0 -0.340
H 8.08595 7.11378 -2.47267 -0.1 0.0 0.0 0.245
H 7.32488 6.73308 -4.05043 -0.2 0.1 0.3 0.308
H 10.06923 6.67657 -3.83222 0.0 -0.1 0.0 0.322
H 9.18376 5.50070 -4.80660 0.0 0.0 0.1 0.265
H 10.17258 5.12249 -1.94660 0.0 0.0 0.0 0.255
H 10.28271 4.00682 -3.32362 -0.2 -0.1 0.2 0.296